Entry from OMol25: 2 unconnected molecules or ions with the total composition C7H17N3 in a non-equilibrium geometry (wB97M-V/def2-TZVPD).

Summary:
HOMO = -17.5507 eV
Energy above the lowest of the compared OMol25 structures with the same formula, charge and spin = 193.78 kJ/mol
F_max = 4.6 eV Å⁻¹
Total charge = +2

The geometry in XYZ format:
```
27
Properties=species:S:1:pos:R:3:forces:R:3:nbo_charge:R:1
C 1.066548 -3.168551 -2.989623 -2.2333 -2.2912 -1.9210 -0.4652
C 0.986004 -0.666482 -3.266062 -0.2559 -1.9714 0.4569 0.7729
C -1.939877 1.085686 -0.009146 3.0599 -0.5154 -2.6104 -0.6547
C -0.086550 -0.594062 0.093817 2.9013 -1.6241 1.4828 -0.4023
C -0.425810 -0.151511 2.893131 4.1205 0.9919 -1.6847 -0.3747
C 0.754420 1.864966 2.081658 1.5333 -0.8288 -1.7745 -0.4275
C -0.701904 0.471918 0.563954 -1.5995 -0.2191 -0.1182 0.1884
N 0.802135 -1.784279 -3.002645 2.0325 2.7202 -0.4568 -0.2492
N 1.169380 0.569221 -3.507112 -0.2837 1.9413 -0.0641 -0.8094
N -0.439564 1.028829 1.937723 -0.8405 -2.8845 1.0823 -0.3744
H 0.113650 -3.551668 -3.458571 1.1712 -0.3300 0.2548 0.2636
H 1.922111 -3.487346 -3.627977 -0.5335 0.8096 0.4190 0.2883
H -2.705201 1.104372 0.650428 -2.6586 -0.1913 2.0064 0.2349
H -2.196721 0.654751 -0.977309 -0.2536 -0.3693 0.3590 0.2471
H -1.680997 2.073812 -0.256183 0.0513 1.7858 -0.1867 0.2340
H 0.763215 -1.162459 0.663069 -1.5391 1.4912 -0.8912 0.2276
H 1.107536 -3.659861 -2.041765 0.2696 0.3944 0.9221 0.2595
H -0.220028 -1.128359 -0.842148 -0.8153 0.7118 0.1040 0.2293
H 0.380392 -0.795083 2.562108 -0.4126 -0.4535 0.2235 0.2228
H -0.154083 0.245109 3.795895 0.8466 1.0124 2.4621 0.2263
H -1.334226 -0.538337 3.030534 -3.5745 -1.9135 -0.2558 0.2299
H 1.268819 1.841487 2.996080 -0.4816 0.0640 2.0132 0.2571
H 1.614644 1.465177 1.479310 -1.3157 0.3747 -0.3257 0.2425
H 0.443795 2.823776 1.799368 0.2251 1.5723 -0.4280 0.2397
H 1.913085 1.064199 -3.960257 1.3292 -1.0483 -0.5614 0.4802
H 0.547590 1.324593 -3.294970 -1.3468 -0.3071 0.5687 0.4607
H -1.309963 1.415831 2.340734 0.6036 1.0779 -1.0766 0.4524
```
Forces are in eV/Å.



Entry from OMol25: 2 unconnected molecules or ions with the total composition C7H17N3O2 (wB97M-V/def2-TZVPD).

Summary:
HOMO = -7.1840 eV
Energy above the lowest of the compared OMol25 structures with the same formula, charge and spin = 34.86 kJ/mol
F_max = 0.5 eV Å⁻¹

The geometry in XYZ format:
```
29
Properties=species:S:1:pos:R:3:forces:R:3:nbo_charge:R:1
N -0.945332 0.923920 -1.721132 0.1917 0.1342 0.4455 -0.8563
C 0.179116 1.464454 -0.977268 0.0429 -0.0644 -0.1263 -0.2424
C -0.126172 1.245301 0.496324 -0.0687 -0.0912 -0.0683 -0.0434
C 0.095478 -0.166398 1.008309 -0.0057 -0.0694 0.0647 -0.2954
N 1.503489 -0.491554 0.903759 0.0181 0.0433 0.0112 -0.6209
C 2.276557 0.278943 1.841209 -0.0792 0.0296 -0.0226 -0.2362
C 2.193735 1.740720 1.427667 0.0597 -0.0636 0.0343 -0.2255
N 0.749963 2.162698 1.345976 0.0386 0.1349 0.0009 -0.5010
H -1.102815 -0.030408 -1.371768 -0.0687 -0.1407 -0.4477 0.4138
H -0.690308 0.779953 -2.690624 -0.1425 -0.0332 -0.0478 0.3844
H 0.269431 2.545471 -1.170710 0.0038 -0.0018 0.0331 0.1612
H 1.147940 1.003155 -1.212296 -0.0315 -0.0064 0.0071 0.1900
H -1.162183 1.541557 0.676112 0.0690 0.1273 0.0545 0.2352
H -0.503363 -0.873628 0.419992 0.0501 0.0523 -0.0520 0.3377
H -0.243763 -0.204438 2.062517 -0.0528 -0.0371 -0.0411 0.1480
H 1.673945 -1.485107 0.927457 -0.0046 -0.0082 0.0327 0.3988
H 1.902560 0.186283 2.878861 0.0680 -0.0043 0.0111 0.1607
H 3.325907 -0.016290 1.835449 -0.0217 -0.0046 -0.0175 0.2296
H 2.621716 1.888208 0.438831 -0.0250 -0.0254 0.0017 0.2320
H 2.687478 2.392522 2.148341 -0.0320 0.0426 -0.0434 0.2153
H 0.365046 2.201085 2.290102 -0.0179 -0.0754 0.0019 0.4211
H 0.697186 3.105483 0.960579 -0.0281 0.0004 0.0138 0.4287
C -2.826001 -3.391055 -1.678216 0.0078 0.0173 -0.0440 -0.7248
C -1.893803 -2.211184 -1.967606 0.1252 -0.0542 -0.0039 0.7770
O -2.005525 -1.609067 -3.043071 -0.0367 0.0330 -0.0371 -0.7398
O -1.051023 -1.936972 -1.049080 -0.0915 0.0499 0.2245 -0.8705
H -3.508357 -3.559128 -2.508682 0.0047 0.0017 -0.0037 0.2091
H -2.233710 -4.290197 -1.501802 0.0099 0.0066 0.0117 0.2087
H -3.397192 -3.194330 -0.769231 0.0171 0.0067 0.0069 0.2045
```
Forces are in eV/Å.



Entry from OMol25: 2 unconnected molecules or ions with the total composition C7H17N3Si in a non-equilibrium geometry (wB97M-V/def2-TZVPD).

Summary:
HOMO = -17.1885 eV
Energy above the lowest of the compared OMol25 structures with the same formula, charge and spin = 0.00 kJ/mol
F_max = 4.7 eV Å⁻¹
Total charge = +2

The geometry in XYZ format:
```
28
Properties=species:S:1:pos:R:3:forces:R:3:nbo_charge:R:1
C 2.244234 -1.586239 2.342729 2.2499 -1.8799 -0.2340 0.0656
C 1.571876 -0.684434 3.303001 0.4348 -1.9157 -0.5808 0.0533
C 0.146054 -1.472515 1.796841 -3.2410 -2.6302 -1.7803 0.3782
C 0.413980 1.393510 -0.214437 0.7367 2.3650 -0.1742 -0.6422
C -0.358491 1.431931 -3.532597 -1.5847 1.3418 -0.6050 -1.2435
C -3.268754 0.277486 -2.439444 0.9116 0.9953 2.1927 -1.1798
C -0.525601 0.283504 -0.553895 -1.5083 0.1374 -2.4169 -0.8745
N 1.214559 -2.076557 1.437861 1.5338 1.6357 0.8825 -0.4906
N 2.463821 -0.191267 2.301812 -2.1518 0.7904 -1.5550 -0.5827
N 0.212843 -0.897152 2.921398 -0.2591 3.7503 2.7468 -0.4922
Si -1.493552 0.765996 -2.230816 2.3526 -1.9430 1.2779 1.9403
H 2.996176 -2.320138 2.584272 0.2143 0.1272 0.1103 0.2543
H 1.897567 -0.707535 4.299324 -0.3200 0.1640 1.4069 0.2547
H -0.778688 -1.734854 1.290123 -0.0138 0.5483 0.2144 0.2449
H 0.819266 1.265694 0.782786 -0.0244 0.1476 0.2605 0.2411
H 1.376976 1.527931 -0.870153 -2.2020 -0.3840 0.8034 0.2532
H -0.236662 2.304361 -0.244224 1.3541 -0.0433 0.3507 0.2086
H -0.735322 1.058373 -4.489647 -0.1383 -0.0860 -0.0971 0.2999
H -0.706135 2.519406 -3.578283 0.5060 -0.8193 -0.0305 0.3053
H 0.734227 1.432712 -3.624833 -0.3161 -0.2425 0.9092 0.3201
H -3.766009 0.446016 -1.437114 0.3434 0.0662 -1.1141 0.2940
H -3.586624 0.972031 -3.169973 -1.1733 0.4864 -0.9374 0.2801
H -3.455915 -0.749708 -2.687771 0.1841 -0.5552 -0.4806 0.3177
H 0.148088 -0.503398 -0.829644 -0.2767 -1.3476 -0.3047 0.2475
H -1.302614 -0.006864 0.174993 0.6491 0.2905 -0.1335 0.2311
H 1.198268 -2.652680 0.648637 0.8211 -1.1281 -1.1357 0.4480
H 3.266248 0.203359 2.705051 1.5703 0.2115 0.3949 0.4174
H -0.489813 -0.298968 3.314002 -0.6524 -0.0827 0.0295 0.4501
```
Forces are in eV/Å.



Entry from OMol25: 2 unconnected molecules or ions with the total composition C7H17NO in a non-equilibrium geometry (wB97M-V/def2-TZVPD).

Summary:
HOMO = -10.1175 eV
Structure (SMILES) = CC(N)=O.CCCCC
Energy above the lowest of the compared OMol25 structures with the same formula, charge and spin = 531.31 kJ/mol
F_max = 6.9 eV Å⁻¹

The geometry in XYZ format:
```
26
Properties=species:S:1:pos:R:3:forces:R:3:nbo_charge:R:1
C 1.002843 -1.509170 -2.242658 1.3085 0.4600 1.4402 -0.6142
C 0.100557 -1.699554 -0.956588 -3.4362 0.0921 -5.9602 -0.4154
C -0.809212 -0.431994 -0.959854 -1.8192 0.3650 2.8683 -0.3926
C -1.820163 -0.264056 0.363988 -1.1712 -2.5297 -1.2373 -0.4211
C -2.690918 1.034971 0.220718 -1.2425 -0.6503 0.7149 -0.6586
C 1.382270 0.648678 1.678883 -2.3763 -0.8228 4.2685 0.6584
C 2.687442 0.789616 0.931044 -1.1030 -5.8570 -0.1485 -0.7395
H 0.207781 -1.270927 -3.037200 1.9110 -0.2520 0.6540 0.2123
H 1.657856 -0.553705 -1.881299 -1.2358 -2.0997 -1.8206 0.1908
H 1.726314 -2.440703 -2.516542 -1.8636 2.3475 0.6075 0.2194
H 0.530779 -1.551987 -0.069006 2.2329 -1.1059 3.5732 0.2102
H -0.556599 -2.613814 -1.260946 1.1248 1.2834 1.7066 0.2033
H -0.220498 0.486897 -0.590258 -0.3422 -1.0148 -1.9303 0.1940
H -1.448208 -0.361702 -1.866570 0.7733 0.5102 0.4347 0.2007
H -1.078093 -0.291170 1.192133 -0.9891 0.2799 -0.1590 0.2081
H -2.663381 -1.132998 0.631447 2.6847 1.6250 -1.1292 0.1930
H -3.011498 1.283928 -0.933283 1.6398 -0.0352 2.8855 0.2294
H -3.823784 0.629156 0.584680 3.1320 2.0231 -0.1739 0.2272
H -2.033190 1.837174 0.953463 -2.8997 -1.4278 -2.5748 0.2070
H -0.388050 1.534244 2.173831 -0.8078 0.1031 0.3775 0.4047
H 0.526960 2.555444 0.962260 -0.3252 -2.7149 2.5074 0.4084
H 3.136115 1.637289 0.575284 0.4852 2.5980 -0.2969 0.2325
H 2.711370 0.019998 -0.004207 -0.2227 1.5749 2.2947 0.2413
H 3.190689 0.261643 1.772577 1.0811 0.5123 -1.1283 0.2792
N 0.475252 1.759117 1.744350 2.9405 0.1327 -3.1102 -0.8345
O 1.207367 -0.356376 2.533753 0.5207 4.6029 -4.6636 -0.6442
```
Forces are in eV/Å.



Entry from OMol25: 2 unconnected molecules or ions with the total composition C7H17NO in a non-equilibrium geometry (wB97M-V/def2-TZVPD).

Summary:
HOMO = -8.3899 eV
Structure (SMILES) = [H]/N=C(/C)[C@@H](C)O.CCC
Energy above the lowest of the compared OMol25 structures with the same formula, charge and spin = 374.71 kJ/mol
F_max = 4.8 eV Å⁻¹

The geometry in XYZ format:
```
26
Properties=species:S:1:pos:R:3:forces:R:3:nbo_charge:R:1
C -1.364516 0.509213 0.737086 1.4307 -1.8473 -1.0316 0.0825
C -2.813943 0.811240 0.444008 -0.7934 0.2886 -0.4187 -0.6669
C -0.947267 -0.441740 -1.862114 0.4307 -0.0901 -0.0020 -0.6918
C -0.704955 -0.759994 -0.409283 -4.4617 0.1125 1.8104 0.2732
O -1.165784 -0.043627 1.999802 -0.0144 -0.3882 0.2792 -0.7162
N -0.866060 -1.982268 -0.008615 1.8276 0.9444 -1.0480 -0.7453
H -1.510500 -0.960021 1.964237 0.1162 0.6201 0.0632 0.4677
H -0.761635 1.419736 0.672795 0.0595 -0.2119 0.0278 0.1757
H -0.541619 -2.159616 0.939391 -0.5584 0.2198 0.3582 0.3349
H -3.466030 0.674088 1.314026 0.4463 -0.0179 0.1140 0.2324
H -3.277171 0.204896 -0.337515 0.2807 -0.0062 -0.1092 0.2208
H -2.907550 1.864031 0.160921 -0.1134 -0.1502 -0.1255 0.2182
H -0.807132 0.621256 -2.059427 0.0031 -0.0296 -0.1038 0.2120
H -0.266525 -1.036099 -2.476884 -0.0207 0.1677 0.0128 0.2331
H -1.957280 -0.742278 -2.145250 0.0116 0.1016 0.1561 0.2417
C 1.778394 -0.054029 -0.340128 -2.2059 0.9444 1.4758 -0.3208
C 2.374548 -0.893287 0.766321 0.1182 -0.1487 0.0207 -0.6305
C 2.191120 1.403470 -0.303254 0.3113 0.1505 -0.0275 -0.6209
H 1.983556 -0.493161 -1.317074 -0.5741 -0.0397 -0.0054 0.2051
H 0.518836 0.057188 -0.002712 3.7333 -0.6772 -1.4330 0.2357
H 1.875016 1.873897 0.632993 0.0509 -0.0227 -0.0748 0.2049
H 3.279425 1.507724 -0.370870 -0.0285 0.0404 -0.0293 0.2075
H 2.040640 -0.541652 1.747312 0.0517 -0.0742 -0.0822 0.2128
H 2.096829 -1.943162 0.642407 -0.0805 0.0578 0.1259 0.2173
H 3.468826 -0.853653 0.747215 -0.0353 0.0304 -0.0222 0.2093
H 1.750778 1.957848 -1.135388 0.0145 0.0258 0.0691 0.2078
```
Forces are in eV/Å.



Entry from OMol25: a molecular structure, C7H17NO2Si in a non-equilibrium geometry (wB97M-V/def2-TZVPD).

Summary:
HOMO = -9.8803 eV
Energy above the lowest of the compared OMol25 structures with the same formula, charge and spin = 646.51 kJ/mol
F_max = 3.7 eV Å⁻¹

The geometry in XYZ format:
```
28
Properties=species:S:1:pos:R:3:forces:R:3:nbo_charge:R:1
C -1.153064 -1.787870 1.595189 -0.1588 1.9816 1.3133 -0.5946
C 0.677232 1.868143 2.000683 -0.1007 0.1177 -1.5283 -0.6199
C -1.394578 -0.848858 -2.535134 1.9746 0.1656 1.1822 -0.6169
C 0.032174 -1.198575 0.775012 0.3326 1.6118 3.3664 -0.9438
C -0.297302 1.978706 0.857002 1.1169 -0.2187 -1.7019 -0.8937
C -1.787568 0.062397 -1.348189 1.5073 0.0556 0.3764 -0.8676
C 1.813766 0.142382 -1.386088 -2.6808 0.3383 -0.4664 -0.5821
N 2.799238 -0.023597 -0.353718 0.0278 0.7069 0.5279 0.4944
O 3.126798 -1.143158 0.007266 0.0930 0.6389 -0.0830 -0.3823
O 3.173326 1.046814 0.164028 0.2152 -1.4182 -0.2658 -0.4392
Si -0.245089 0.385687 -0.168997 0.1570 -0.9742 -2.2424 1.6786
H -1.669090 -0.925086 2.153352 0.5192 -1.5187 -0.4117 0.1924
H -1.822718 -2.120083 0.857221 -1.3426 -0.4549 -0.8848 0.1961
H -1.006990 -2.684819 2.258311 0.5121 1.1816 -0.4521 0.2208
H 0.369104 1.117174 2.643653 0.1384 -2.0566 1.1742 0.1991
H 1.690236 1.864896 1.633942 0.3160 -0.6184 0.2066 0.2437
H 0.567902 2.698028 2.581429 -0.0789 2.6820 1.6313 0.2082
H -0.866287 -1.820331 -2.338684 -0.2624 0.8756 0.9254 0.2080
H -2.283002 -1.216764 -2.948007 -1.1416 0.1203 -1.7513 0.2164
H -0.625215 -0.307242 -3.085920 -0.7434 -0.0817 -1.1067 0.2087
H 0.379058 -2.055609 0.293626 1.4180 -0.7826 -1.3802 0.2510
H 0.839550 -0.740381 1.483003 -0.8967 -1.4785 -0.8767 0.2334
H 0.074216 2.809914 0.223542 -0.4456 -0.3956 -0.0209 0.2454
H -1.299254 2.231969 1.146681 -0.6140 -0.0361 0.2269 0.2383
H -2.484240 -0.545570 -0.820034 -0.5634 -0.3096 1.2325 0.2261
H -2.377416 0.961707 -1.604882 0.6177 -0.3296 -0.4051 0.2326
H 1.653581 -0.720402 -2.055032 0.3313 -0.0290 0.9092 0.2201
H 2.115643 0.970519 -2.029267 -0.2482 0.2266 0.5051 0.2268
```
Forces are in eV/Å.



| no. | total energy (Eh) |
| --- | --- |
| 1 | -440.45518 |
| 2 | -591.61332 |
| 3 | -729.98492 |
| 4 | -406.72796 |
| 5 | -406.78761 |
| 6 | -771.48016 |